Molecular formula: C35H44N2O5
Method: DFT, wB97M-V/def2-TZVPD

Values from the calculation:
Calculated total energy (hartree): -1845.7219
M (g/mol): 572.7
Energy above the lowest of the compared OMol25 structures with the same formula, charge and spin (kJ/mol): 27.0
Kohn-Sham gap (eV): 2.97

Last column: Mulliken charge in e.
Atoms and positions in Å:
C 2.3607 -1.7603 3.3474  -1.188
C 0.8888 -1.4106 3.3619  -0.177
O 0.6651 -0.0418 3.1421  -0.202
C -0.6735 0.2393 3.2385  1.109
C -1.1179 1.5885 3.0199  -0.894
C -2.5932 1.8647 3.0263  0.703
C -3.3773 0.9570 2.0442  -0.648
C -4.8866 1.2632 2.0790  -0.805
C -5.4554 1.1169 3.5040  -0.650
C -4.6839 2.0182 4.4870  -0.784
C -3.1758 1.7108 4.4514  -0.874
C -0.2257 2.7096 2.9164  0.029
O -0.6963 3.8371 2.7628  -0.758
O 1.1224 2.4859 3.0284  -0.255
C 1.8292 3.6989 3.0650  -0.143
C 3.3237 3.4704 3.1147  -1.201
O -1.5052 -0.6302 3.5004  -0.800
H 2.5333 -2.8039 3.6126  0.397
H 2.7913 -1.5898 2.3606  0.122
H 2.9083 -1.1356 4.0536  0.326
H 0.3337 -1.9539 2.5855  0.284
H 0.4217 -1.6625 4.3237  0.275
H -2.7303 2.9117 2.7076  0.822
H -2.9672 1.0374 1.0299  -0.036
H -3.2083 -0.0844 2.3388  0.290
H -5.0464 2.2925 1.7389  0.289
H -5.4365 0.6306 1.3693  0.409
H -6.5296 1.3501 3.5231  0.345
H -5.3754 0.0709 3.8249  0.331
H -4.8447 3.0677 4.2131  0.327
H -5.0804 1.9205 5.5065  0.394
H -3.0013 0.6775 4.7727  0.308
H -2.6175 2.3348 5.1607  0.285
H 1.5297 4.2816 2.1842  0.235
H 1.4752 4.2486 3.9468  0.307
H 3.8742 4.3963 3.2812  0.405
H 3.5744 2.7771 3.9180  0.314
H 3.6801 3.0286 2.1845  0.159
C -1.2950 -6.2353 -5.3539  -1.504
C -0.4060 -5.2791 -4.6360  0.875
C 0.0187 -4.1170 -5.2632  -0.899
C 0.8476 -3.2090 -4.6274  1.628
C 1.2706 -1.9653 -5.3239  -1.887
C 1.2514 -3.4628 -3.3100  -0.630
N 2.1765 -2.5724 -2.6497  0.796
C 1.9608 -1.2938 -2.1624  0.138
C 0.6829 -0.6027 -2.2024  0.278
C 0.6643 0.8176 -2.0318  -0.557
C -0.4603 1.5407 -1.8031  -0.173
C -0.4378 2.9544 -1.5173  0.626
C -1.4653 3.5553 -0.7711  -0.129
C -1.3750 4.8722 -0.3842  -0.476
C -0.2818 5.6356 -0.7517  -0.363
C 0.7261 5.0758 -1.5148  -0.788
C 0.6537 3.7567 -1.8898  -0.461
O -0.3727 -1.2266 -2.3834  -0.627
N 3.1681 -0.8458 -1.6561  0.284
C 3.4641 0.3612 -0.8884  -1.437
C 4.1189 -1.8316 -1.8553  -0.782
C 3.5180 -2.8865 -2.4563  -0.349
C 0.8138 -4.6215 -2.6556  0.775
C 1.2571 -4.8999 -1.2658  -1.629
C -0.0012 -5.5151 -3.3299  -1.066
H -1.4651 -7.1403 -4.7686  0.366
H -2.2670 -5.7833 -5.5587  0.329
H -0.8533 -6.5315 -6.3066  0.360
H -0.3000 -3.9234 -6.2723  0.502
H 2.1753 -1.5553 -4.8753  0.307
H 1.4813 -2.1482 -6.3788  0.545
H 0.4874 -1.2091 -5.2570  0.305
H 1.6054 1.3273 -2.0487  0.337
H -1.3959 1.0126 -1.7389  0.544
H -2.3007 2.9559 -0.4553  0.224
H -2.1395 5.3025 0.2406  0.324
H -0.2074 6.6614 -0.4328  0.399
H 1.5794 5.6683 -1.8006  0.398
H 1.4383 3.3295 -2.4882  0.479
H 4.2563 0.1525 -0.1741  0.388
H 3.8004 1.1489 -1.5575  0.320
H 2.5949 0.7009 -0.3302  0.686
H 5.1505 -1.7519 -1.5575  0.491
H 3.9773 -3.8184 -2.7410  0.543
H 0.6074 -5.6277 -0.7771  0.444
H 2.2745 -5.2924 -1.2581  0.315
H 1.2451 -3.9845 -0.6737  0.321
H -0.3257 -6.4117 -2.8314  0.384